# 1
76
Properties=species:S:1:pos:R:3:forces:R:3:nbo_charge:R:1 method="wB97M-V/def2-TZVPD" de_lowest_ev=0.2788 charge=-2 max_force_ha_per_bohr=0.016 homo_ev=-1.37 energy_ev=-85361.182
K -0.854970 1.031292 2.303020 0.61 0.15 0.25 0.907
C -1.261653 1.461340 5.283113 -0.06 0.04 0.05 -0.377
C -0.798086 2.697386 4.786800 0.03 0.03 0.06 -0.389
C 0.549462 2.533743 4.408703 0.08 0.09 0.08 -0.384
C 0.918389 1.199490 4.668681 0.04 0.03 0.08 -0.388
C -0.202435 0.536738 5.210004 0.07 0.00 0.04 -0.378
H -2.261618 1.259683 5.647111 0.01 -0.02 -0.02 0.187
H -1.375715 3.610403 4.704779 -0.01 -0.02 0.00 0.187
H 1.184699 3.292761 3.967733 -0.01 -0.01 0.01 0.193
H 1.886058 0.760520 4.463158 -0.01 -0.01 0.01 0.193
H -0.245241 -0.505758 5.501492 -0.01 0.00 -0.01 0.186
N -2.362351 -0.985642 -5.094982 -0.03 0.07 -0.01 -0.811
C -2.731468 -0.524967 -3.810344 0.06 0.01 -0.04 0.155
C -1.859369 0.270326 -3.070289 -0.04 -0.01 0.01 -0.283
C -2.204542 0.675907 -1.793241 -0.08 -0.03 0.01 -0.163
C -3.418937 0.282672 -1.234013 0.27 0.20 -0.14 -0.291
C -4.286822 -0.504968 -1.965863 -0.10 -0.09 0.02 -0.165
C -3.947492 -0.904474 -3.251243 -0.03 -0.03 0.02 -0.301
S -3.754801 0.840665 0.420530 0.30 0.00 -0.36 2.328
O -5.182278 0.747162 0.634634 0.00 0.07 -0.02 -0.981
O -3.125020 2.148319 0.479408 -0.46 -0.12 0.23 -0.980
N -2.879683 -0.070381 1.373031 -0.70 -0.45 -0.16 -0.962
C -2.997646 -1.399158 1.492935 0.10 0.46 0.13 0.559
N -3.876127 -2.122963 0.768076 -0.11 -0.19 -0.05 -0.524
C -3.887158 -3.428453 0.982825 0.01 -0.01 -0.01 0.090
C -3.064383 -4.063857 1.894517 0.04 -0.03 0.05 -0.412
C -2.183421 -3.230492 2.583483 -0.02 -0.08 -0.03 0.089
N -2.128206 -1.931937 2.404097 -0.05 -0.14 -0.12 -0.483
H -1.668083 -0.393887 -5.528896 0.00 -0.03 0.02 0.367
H -3.155516 -1.097429 -5.709866 0.02 -0.01 0.01 0.358
H -0.901176 0.569096 -3.483807 0.00 -0.01 -0.02 0.216
H -1.530970 1.302992 -1.221508 0.01 0.01 0.03 0.262
H -5.221845 -0.816391 -1.520621 0.00 0.03 0.04 0.233
H -4.624472 -1.532823 -3.821271 -0.01 -0.01 0.00 0.189
H -4.594833 -4.004905 0.389635 -0.01 0.02 -0.02 0.168
H -3.092246 -5.132564 2.053109 0.00 0.00 0.00 0.200
H -1.487629 -3.642349 3.311693 0.01 0.00 0.01 0.175
C 2.510796 -3.834703 -3.067208 0.03 -0.04 -0.03 -0.264
C 3.404036 -3.176257 -2.230818 0.03 -0.01 0.01 -0.178
C 2.976817 -2.107526 -1.457141 0.01 0.02 0.05 -0.241
C 1.651669 -1.669452 -1.490792 0.06 -0.11 -0.23 -0.308
C 0.769532 -2.350669 -2.329279 -0.01 0.00 0.01 -0.221
C 1.189701 -3.417130 -3.114366 -0.05 -0.01 -0.01 -0.214
P 0.947660 -0.201672 -0.565243 0.07 -0.25 0.17 0.873
C 2.100157 -0.356933 0.872120 -0.07 0.04 -0.19 -0.313
C 1.909988 -1.449722 1.713346 -0.03 -0.03 0.06 -0.218
C 2.748600 -1.669199 2.796591 -0.02 -0.02 0.02 -0.213
C 3.796176 -0.797608 3.052138 0.02 0.02 0.02 -0.235
C 3.982702 0.305880 2.230373 0.00 -0.01 0.04 -0.225
C 3.136220 0.526649 1.154648 -0.01 0.07 -0.09 -0.154
C 1.670109 1.088646 -1.655105 -0.01 0.07 0.09 -0.311
C 2.380001 1.020431 -2.824265 -0.03 0.03 -0.01 -0.263
C 2.709137 2.233178 -3.487580 0.04 -0.06 -0.04 -0.236
C 2.341278 3.455850 -2.987771 -0.03 0.02 0.05 -0.211
C 1.608927 3.549203 -1.773282 0.05 0.08 -0.08 -0.099
C 1.184679 4.746215 -1.143143 0.03 0.04 -0.05 -0.255
C 0.490391 4.683322 0.042270 -0.02 -0.08 0.04 -0.203
C 0.186998 3.440820 0.663281 0.12 0.23 -0.30 -0.284
C 0.580292 2.248730 0.100589 -0.23 -0.25 0.34 -0.343
C 1.284616 2.344842 -1.120587 0.00 0.00 0.07 -0.045
H 2.843370 -4.670057 -3.673171 0.00 0.00 0.00 0.191
H 4.439687 -3.494193 -2.178773 0.00 -0.02 -0.02 0.186
H 3.684626 -1.603020 -0.808681 0.01 0.01 0.00 0.216
H -0.269128 -2.037693 -2.362810 -0.02 0.02 0.01 0.227
H 0.474609 -3.922178 -3.753536 0.02 -0.01 -0.02 0.199
H 1.086906 -2.132762 1.528453 -0.01 0.01 -0.03 0.220
H 2.564863 -2.511348 3.452945 0.02 0.00 0.01 0.201
H 4.440033 -0.955175 3.909245 0.01 0.00 0.00 0.197
H 4.777050 1.012568 2.439364 0.01 0.00 0.01 0.197
H 3.268445 1.402320 0.530688 0.01 0.00 0.00 0.214
H 2.687117 0.068326 -3.242216 0.01 0.02 -0.03 0.211
H 3.274852 2.187666 -4.413324 -0.01 -0.01 0.01 0.188
H 2.618659 4.362549 -3.518970 0.00 0.00 0.01 0.186
H 1.408979 5.704504 -1.603616 -0.01 -0.01 0.00 0.181
H 0.160148 5.611025 0.502548 -0.01 -0.01 0.02 0.187
H -0.393117 3.437478 1.586454 0.10 0.36 -0.05 0.189

# 2
87
Properties=species:S:1:pos:R:3:forces:R:3:mulliken_spin:R:1 method="wB97M-V/def2-TZVPD" de_lowest_ev=0.0000 charge=+1 max_force_ha_per_bohr=0.029 multiplicity=3 homo_ev="-11.25 / -11.25" s_squared=2.011 energy_ev=-97864.252
V 0.499343 -0.385487 1.245431 1.42 0.30 -0.28 2.023
C -4.839679 -1.894011 1.653493 -0.09 -0.07 0.03 -0.001
N -3.393805 -1.786171 1.831897 0.01 -0.11 -0.01 0.006
C -2.557422 -0.943592 1.266134 0.12 0.16 -0.13 0.046
N -1.333367 -1.149636 1.754472 -0.23 -0.05 -0.25 -0.020
C -1.511550 -2.186368 2.639161 0.10 0.18 -0.08 0.040
N -2.745886 -2.581855 2.704509 -0.14 -0.18 0.09 -0.001
C -5.521610 -1.785681 2.993619 -0.04 0.15 0.04 0.001
C -6.495142 -2.692250 3.378353 -0.08 0.05 0.03 0.000
C -7.112982 -2.565339 4.619282 0.09 0.13 0.06 0.000
C -6.731898 -1.558636 5.493235 -0.02 -0.10 -0.08 0.000
C -5.731266 -0.663426 5.116053 0.02 0.10 0.13 0.000
C -5.147721 -0.767601 3.863652 0.00 -0.08 -0.09 -0.001
C -5.255110 0.351556 6.061459 0.08 0.03 -0.05 0.000
N -5.656724 0.601926 7.258047 -0.07 -0.13 -0.13 0.000
N -4.834676 1.596695 7.753642 0.17 0.18 0.03 0.000
C -3.991400 1.880131 6.823796 -0.01 -0.05 -0.08 0.000
O -4.196371 1.131973 5.702679 -0.05 -0.02 0.14 0.000
C -2.878515 2.836555 6.833723 -0.05 -0.10 -0.12 0.000
C -2.575630 3.562793 7.984829 0.06 0.03 0.01 0.000
C -1.504306 4.440581 7.977824 -0.05 -0.06 0.00 0.000
C -0.730144 4.609618 6.833366 -0.01 0.03 0.01 -0.001
C -1.039963 3.904838 5.683700 -0.28 -0.13 -0.13 0.000
C -0.290119 4.093311 4.386143 -0.15 -0.02 0.11 0.000
N 0.219179 2.811046 3.904428 0.12 0.10 -0.10 0.005
C -0.141336 2.142978 2.825012 -0.18 -0.01 0.01 0.074
N 0.540279 1.003212 2.777119 0.18 -0.37 -0.07 -0.075
C 1.339597 1.050914 3.885554 -0.02 -0.07 0.02 0.030
N 1.159699 2.131803 4.589519 0.09 0.05 0.10 -0.002
C -2.113022 3.015215 5.688742 0.08 0.15 0.10 0.000
H -5.058030 -2.838965 1.158434 0.05 -0.03 0.05 0.000
H -5.122111 -1.088050 0.975014 -0.04 0.01 0.03 0.000
H -2.837362 -0.223692 0.514206 0.03 0.02 0.00 -0.004
H -0.713267 -2.622136 3.214925 0.02 -0.02 0.00 0.001
H -6.777050 -3.499552 2.713906 0.00 0.00 0.00 0.000
H -7.879446 -3.269334 4.911867 0.00 0.00 0.01 0.000
H -7.183475 -1.466550 6.471446 -0.01 -0.01 0.00 0.000
H -4.372082 -0.065766 3.580490 -0.01 0.01 0.01 0.001
H -3.177084 3.426138 8.873069 -0.01 -0.01 0.00 0.000
H -1.264515 4.998241 8.872483 0.00 0.00 0.01 0.000
H 0.107362 5.295788 6.842812 0.00 0.01 0.00 0.000
H 0.541303 4.791260 4.463212 0.03 -0.06 0.12 0.000
H -0.966767 4.455943 3.611174 0.05 0.04 -0.02 0.000
H -0.865091 2.490297 2.105862 0.00 0.00 -0.02 -0.002
H 2.044189 0.279004 4.146921 0.01 -0.01 -0.01 -0.005
H -2.361395 2.459473 4.792392 -0.02 -0.01 -0.01 0.000
C 6.000381 -0.379657 2.718649 -0.02 0.00 0.02 0.000
C 4.865963 0.105356 1.862075 0.02 -0.01 0.02 -0.002
C 4.393993 -0.675767 0.817864 0.00 0.01 -0.04 -0.004
C 3.351490 -0.253822 0.001348 0.04 0.06 -0.03 -0.047
C 2.927691 -1.097886 -1.173243 0.00 0.00 0.01 0.003
C 2.781024 1.003086 0.249879 -0.19 -0.08 0.18 0.075
C 3.259690 1.828581 1.278894 0.06 0.02 -0.08 0.005
C 2.708926 3.214822 1.475633 0.03 -0.01 0.00 -0.002
C 4.286435 1.354322 2.079347 0.01 0.05 -0.03 -0.002
C 1.605694 1.461580 -0.565194 -0.04 -0.16 -0.09 -0.010
O 1.608264 2.286411 -1.426230 0.01 0.06 0.13 -0.002
O 0.469448 0.797920 -0.205675 -0.50 -0.80 0.50 -0.071
H 5.966650 -1.462818 2.828095 0.01 0.00 0.01 0.000
H 5.973506 0.074092 3.708765 0.00 0.00 0.00 0.000
H 6.958664 -0.120629 2.264533 0.00 0.00 -0.01 0.000
H 4.836796 -1.646957 0.641536 0.01 -0.03 0.00 0.000
H 3.232553 -2.133987 -1.031233 0.00 0.00 0.00 0.001
H 3.403762 -0.732501 -2.085109 0.01 -0.01 0.00 0.000
H 1.851098 -1.070480 -1.354965 0.01 0.00 -0.01 0.000
H 1.626195 3.249687 1.342693 0.03 0.03 -0.05 0.000
H 3.128632 3.897941 0.735914 0.01 0.00 0.00 0.000
H 2.955816 3.593323 2.467351 0.00 0.00 0.00 0.000
H 4.661302 1.981949 2.881142 -0.01 -0.01 0.01 0.000
O 3.152058 -3.417818 1.716616 -0.06 0.15 0.08 0.000
C 2.027686 -3.178022 1.362947 0.18 -0.40 -0.14 -0.021
O 1.427171 -2.017726 1.546136 -0.70 0.92 -0.01 -0.063
C 1.194377 -4.247447 0.695847 -0.06 0.13 0.00 0.009
C -0.072194 -3.982652 0.204513 -0.01 -0.01 -0.01 -0.001
C -0.815571 -5.005864 -0.351165 0.04 0.01 0.01 0.003
C -0.340613 -6.296397 -0.456920 0.02 -0.01 -0.02 0.000
C 0.935236 -6.524172 0.025941 -0.02 0.06 0.00 0.001
C 1.709419 -5.536437 0.601222 0.05 -0.01 -0.01 0.000
N 1.484457 -7.896881 -0.068955 -0.01 -0.04 0.04 0.000
O 2.627756 -8.057372 0.292854 0.00 0.00 -0.01 0.000
O 0.744507 -8.754865 -0.495731 0.01 0.01 -0.02 0.000
N -2.184259 -4.702952 -0.806542 -0.15 0.03 0.12 0.000
O -2.635235 -3.603330 -0.517196 0.06 0.01 -0.03 0.000
O -2.786611 -5.559232 -1.403231 0.05 0.00 -0.03 0.000
H -0.500858 -2.996068 0.245163 -0.01 0.00 0.01 0.014
H -0.928432 -7.092839 -0.888100 0.00 0.01 0.00 0.000
H 2.698541 -5.759350 0.975119 0.00 0.00 0.00 0.000

# 3
72
Properties=species:S:1:pos:R:3:forces:R:3:lowdin_charge:R:1 method="wB97M-V/def2-TZVPD" de_lowest_ev=0.3281 charge=+1 max_force_ha_per_bohr=0.009 homo_ev=-11.30 energy_ev=-64445.116
Pd 0.214283 -0.770060 1.297443 -0.33 0.24 0.06 0.564
O -1.083799 -1.047355 4.043607 0.01 -0.15 0.01 -0.035
N -1.449032 -1.179924 2.709641 0.29 0.27 -0.21 -0.085
C -2.653723 -0.799630 2.558636 -0.20 -0.26 0.11 -0.078
C -3.497625 -0.822350 1.354352 0.07 0.08 0.03 -0.189
C -4.865918 -0.843597 1.646903 0.00 0.02 -0.02 -0.027
C -5.818079 -0.872147 0.646770 0.00 0.01 -0.07 -0.048
C -5.414630 -0.851831 -0.681097 -0.03 -0.01 0.07 -0.044
C -4.065228 -0.810971 -0.984350 0.01 0.03 0.07 -0.077
C -3.090494 -0.798634 0.013314 0.04 -0.04 -0.11 -0.281
P -1.340324 -0.833507 -0.517370 0.10 -0.18 0.19 1.030
C -1.294972 0.330303 -1.905601 0.07 0.05 0.00 -0.383
C -0.553893 0.055743 -3.053032 -0.03 -0.02 0.00 -0.112
C -0.469470 0.997555 -4.069011 0.01 0.01 0.00 -0.079
C -1.096640 2.227186 -3.934364 0.01 0.01 -0.02 -0.067
C -1.814213 2.516810 -2.781051 -0.02 -0.01 0.02 -0.064
C -1.918632 1.571449 -1.773020 0.05 0.03 0.01 -0.091
C -1.187051 -2.501415 -1.240512 0.02 0.04 0.08 -0.351
C -0.529133 -3.468188 -0.482255 0.02 -0.01 -0.01 -0.105
C -0.441720 -4.778383 -0.929210 0.00 -0.02 -0.02 -0.067
C -1.009695 -5.132841 -2.142882 0.02 0.00 0.02 -0.065
C -1.664535 -4.176180 -2.907457 -0.01 0.02 -0.01 -0.062
C -1.755876 -2.868651 -2.459301 -0.03 0.00 -0.01 -0.094
H -0.139576 -1.260294 4.067339 -0.03 0.08 0.00 0.037
H -3.159621 -0.493938 3.473387 -0.03 -0.02 -0.03 0.141
H -5.180120 -0.842270 2.683080 0.00 0.00 0.00 0.119
H -6.868707 -0.897999 0.901580 0.00 0.00 0.00 0.116
H -6.146671 -0.859729 -1.477423 0.00 0.00 0.00 0.116
H -3.762206 -0.772913 -2.022108 0.00 0.01 -0.01 0.104
H -0.038307 -0.890404 -3.157589 -0.01 -0.01 0.00 0.112
H 0.089791 0.767227 -4.966480 0.01 0.00 0.00 0.112
H -1.028832 2.959979 -4.727617 0.00 0.00 0.00 0.110
H -2.301664 3.476202 -2.669615 0.00 0.00 0.00 0.111
H -2.490955 1.801430 -0.881967 0.00 0.00 0.01 0.113
H -0.077259 -3.205098 0.469116 0.00 0.02 -0.01 0.073
H 0.073291 -5.517746 -0.330649 0.00 0.00 0.00 0.111
H -0.940230 -6.152851 -2.496570 0.00 0.00 0.00 0.111
H -2.106648 -4.449442 -3.856383 0.00 0.00 0.00 0.112
H -2.265750 -2.135849 -3.071014 0.00 0.01 0.00 0.101
C 4.482500 0.792727 -2.840663 0.00 0.00 -0.01 -0.062
C 5.015270 0.366498 -1.633698 0.00 0.00 0.01 -0.062
C 4.224508 0.344771 -0.493439 -0.01 -0.08 0.00 -0.066
C 2.895146 0.748537 -0.564717 -0.07 0.07 0.02 -0.342
C 2.360454 1.172023 -1.780490 0.01 0.03 -0.03 -0.109
C 3.154680 1.195304 -2.914215 -0.01 0.00 0.00 -0.063
P 1.843567 0.735638 0.895093 0.25 -0.11 -0.29 1.005
C 1.246594 2.417269 1.176800 -0.04 -0.02 0.02 -0.330
C 1.673287 3.504234 0.420462 0.00 0.02 0.04 -0.073
C 1.188365 4.773694 0.705983 0.01 0.00 0.00 -0.065
C 0.288043 4.959504 1.743205 -0.01 0.01 0.00 -0.067
C -0.135080 3.875847 2.503135 -0.01 -0.01 0.01 -0.068
C 0.336613 2.606158 2.219244 -0.01 0.03 -0.05 -0.095
C 2.698840 0.093131 2.320924 -0.10 0.01 0.03 -0.378
C 3.865330 0.260632 3.060051 0.00 0.11 -0.14 -0.061
C 4.076772 -0.599903 4.122242 -0.03 -0.04 0.05 -0.065
C 3.148787 -1.599847 4.419638 0.07 0.06 0.05 -0.059
C 1.983092 -1.746064 3.683111 -0.06 -0.01 -0.06 -0.116
C 1.739097 -0.868647 2.622244 -0.02 -0.25 0.27 -0.303
H 5.102670 0.811291 -3.727030 0.00 0.00 0.00 0.111
H 6.048130 0.050208 -1.577369 0.00 0.00 0.00 0.112
H 4.638162 -0.002241 0.443878 0.02 0.01 0.01 0.098
H 1.329187 1.498351 -1.837041 -0.02 0.00 -0.01 0.092
H 2.738776 1.530683 -3.855132 -0.01 0.00 -0.01 0.107
H 2.385543 3.370125 -0.382063 0.01 0.00 0.00 0.102
H 1.522638 5.618400 0.118562 0.00 0.00 0.00 0.111
H -0.084560 5.950914 1.964375 0.00 0.00 0.00 0.111
H -0.834312 4.021754 3.315708 0.00 0.00 0.00 0.110
H 0.003796 1.758591 2.809059 0.00 0.01 0.00 0.091
H 4.588786 1.028432 2.815181 0.00 0.01 0.01 0.116
H 4.969000 -0.507100 4.726618 0.01 0.01 -0.01 0.111
H 3.346468 -2.272762 5.244458 0.00 -0.01 -0.01 0.113
H 1.303711 -2.557840 3.928645 0.02 -0.02 -0.01 0.105